one | The following is a DFT calculation (the ωB97M-V functional and the def2-TZVPD basis) of one molecule with the formula CH5N3.

ORCA input file:
```
! RIJCOSX wB97M-V def2-TZVPD def2/J DEFGRID3
* xyz 0 1
N 0.20085 0.81375 -1.11732
C -0.01044 0.09460 -0.07022
N 0.69796 -1.10490 0.15664
N -0.88210 0.46956 0.89298
H 1.18936 0.94574 -1.31029
H 1.00622 -1.46484 -0.73993
H 0.11989 -1.86771 0.50523
H -0.91256 1.39549 1.27418
H -1.46020 -0.17312 1.41176
*
```

Results
SMILES   N=C(N)N
Orbital gap   9.40 eV
HOMO   -8.562 eV

Listed below, in e, are the natural (NBO) charges computed for each atom: -0.81, 0.60, -0.83, -0.83, 0.35, 0.37, 0.37, 0.41, 0.38


two | The following is a DFT calculation (the ωB97M-V functional and the def2-TZVPD basis) of a 2-piece molecular cluster, CH5N3 overall.

ORCA input file:
```
! RIJCOSX wB97M-V def2-TZVPD def2/J DEFGRID3
* xyz 0 1
C -1.76040 -1.76559 0.74796
N 1.56240 1.97845 -0.82085
N -0.48075 0.23821 0.59318
N -1.08274 -0.71543 0.66684
H -1.85537 -2.40359 -0.10907
H -2.23587 -2.03538 1.66804
H 2.26422 1.25072 -0.79282
H 0.71134 1.57041 -1.19017
H 1.35972 2.23521 0.13731
*
```

Results
Orbital gap   9.71 eV
HOMO   -8.869 eV

Listed below, in e, are the natural (NBO) charges computed for each atom: -0.47, -1.06, -0.05, 0.07, 0.23, 0.23, 0.35, 0.36, 0.36


Least stable: two


one | The following is a DFT calculation (the ωB97M-V functional and the def2-TZVPD basis) of a 2-piece molecular cluster, C4H12N2O2 overall.

ORCA input file:
```
! RIJCOSX wB97M-V def2-TZVPD def2/J DEFGRID3
* xyz 1 2
C -1.46280 -0.16924 -1.63279
N -0.96124 0.55385 -0.51444
C -1.51437 1.86135 -0.22885
C -0.58342 -0.17534 0.67900
C 0.77041 0.24437 1.19676
N 1.85024 0.06305 0.31754
O 1.03559 0.53868 2.32939
H -0.61107 -0.53166 -2.21218
H -2.18486 -0.99053 -1.45099
H -2.01417 0.50229 -2.29016
H -1.68501 2.39576 -1.16494
H -0.64782 2.46397 0.20226
H -2.27701 2.08843 0.51727
H -0.42223 -1.25832 0.55896
H -1.22875 -0.10791 1.54238
H 2.77998 0.35897 0.57353
H 1.81243 0.02910 -0.69320
H 1.27444 -3.07420 -1.75330
H 1.09581 -2.36137 -0.43225
O 0.83331 -2.31722 -1.35900
*
```

Results
Orbital gap (alpha / beta)   11.37 / 6.41 eV
<S²>   0.755
HOMO (alpha / beta)   -14.304 / -14.244 eV

Listed below, in e, are the natural (NBO) charges computed for each atom: -0.48, 0.03, -0.49, -0.38, 0.65, -0.84, -0.50, 0.29, 0.28, 0.24, 0.25, 0.27, 0.30, 0.27, 0.29, 0.42, 0.40, 0.50, 0.47, -0.97


two | The following is a DFT calculation (the ωB97M-V functional and the def2-TZVPD basis) of an isolated ion of composition C4H12N2O2 and charge +1.

ORCA input file:
```
! RIJCOSX wB97M-V def2-TZVPD def2/J DEFGRID3
* xyz 1 2
C 0.83008 0.96390 -0.73040
N 1.47410 1.87708 0.23742
C 0.17934 -0.25863 0.03787
C 1.19864 -1.43577 0.37190
O 2.24798 -0.90854 1.29443
N -0.92450 -0.77837 -0.80440
C -2.28252 -0.28467 -0.54221
O -2.50576 0.26478 0.79489
H 1.57513 0.54661 -1.37911
H 0.05139 1.49724 -1.24575
H 0.88973 2.74798 0.14316
H 2.31944 2.29897 -0.13323
H -0.15203 0.26188 0.95029
H 1.66903 -1.66224 -0.51999
H 0.80481 -2.35746 0.83607
H 2.16838 0.01921 1.48082
H -1.08317 -1.67557 -0.45434
H -2.90363 -1.25659 -0.62360
H -2.65757 0.46677 -1.19043
H -2.89886 -0.32659 1.47660
*
```

Results
Orbital gap (alpha / beta)   11.45 / 5.14 eV
<S²>   0.755
HOMO (alpha / beta)   -14.576 / -14.409 eV

Listed below, in e, are the natural (NBO) charges computed for each atom: -0.19, -0.76, -0.10, -0.08, -0.70, -0.27, 0.05, -0.72, 0.24, 0.22, 0.38, 0.40, 0.32, 0.19, 0.22, 0.49, 0.40, 0.20, 0.23, 0.51


Least stable: two


one | The following is a DFT calculation (the ωB97M-V functional and the def2-TZVPD basis) of one molecule with the formula C3H2BrNS.

ORCA input file:
```
! RIJCOSX wB97M-V def2-TZVPD def2/J DEFGRID3
* xyz 0 1
Br 0.25795 0.23518 -3.03955
C 0.16283 0.22273 -1.15111
C -0.93549 -0.65418 -0.05691
N -0.56902 -0.35859 1.12613
C 0.52252 0.22400 1.33700
S 1.33643 0.84225 -0.11719
H -1.91684 -0.90201 -0.27970
H 1.14163 0.39062 2.18133
*
```

Results
SMILES   Brc1cncs1
Orbital gap (alpha / beta)   8.30 / 8.30 eV
HOMO (alpha / beta)   -8.343 / -8.343 eV

Listed below, in e, are the natural (NBO) charges computed for each atom: 0.15, -0.49, 0.03, -0.42, -0.17, 0.47, 0.21, 0.22


two | The following is a DFT calculation (the ωB97M-V functional and the def2-TZVPD basis) of a 2-piece molecular cluster, C3H2BrNS overall.

ORCA input file:
```
! RIJCOSX wB97M-V def2-TZVPD def2/J DEFGRID3
* xyz 0 1
C -0.37433 -1.07021 0.33223
C -0.48024 1.76305 0.44826
C 0.40497 -1.53287 -0.66400
N -1.08857 -0.56524 1.10568
S 0.94689 2.30182 0.67703
Br 2.09776 -0.52065 -0.80907
H -1.54665 1.62916 0.35747
H 0.04016 -2.00507 -1.44762
*
```

Results
Orbital gap (alpha / beta)   9.07 / 4.67 eV
HOMO (alpha / beta)   -9.321 / -6.782 eV

Listed below, in e, are the natural (NBO) charges computed for each atom: 0.17, -0.41, -0.26, -0.29, 0.23, 0.09, 0.25, 0.21


Least stable: two


one | The following is a DFT calculation (the ωB97M-V functional and the def2-TZVPD basis) of an isolated ion of composition C7H9N2O2 and charge +1.

ORCA input file:
```
! RIJCOSX wB97M-V def2-TZVPD def2/J DEFGRID3
* xyz 1 1
C -1.10007 -2.47221 -2.06121
O -1.44183 -1.22020 -1.40227
N -0.47198 -0.47855 -1.00484
C -0.38782 0.31570 0.03526
C -1.10731 0.37972 1.26881
C -0.47222 1.05467 2.31049
C 0.89131 1.45617 2.22021
C 1.51728 1.61276 1.05438
C 0.74716 1.32749 -0.12423
N 1.47228 0.62126 -1.20106
O 0.47611 -0.10297 -1.97589
H -2.02774 -2.83419 -2.47627
H -0.72883 -3.17347 -1.26279
H -0.67227 -2.40751 -2.95795
H -2.11672 -0.00852 1.27971
H -0.78951 1.02503 3.37546
H 1.33277 1.84416 3.21865
H 2.47242 1.95175 0.85922
H 0.21633 2.27437 -0.44517
H 1.99839 1.15377 -1.93441
*
```

Results
SMILES   CO[N+]1=C2C=CC=C[C@H]2NO1
Orbital gap (alpha / beta)   7.88 / 7.88 eV
HOMO (alpha / beta)   -13.036 / -13.037 eV

Listed below, in e, are the natural (NBO) charges computed for each atom: -0.28, -0.28, 0.27, 0.30, -0.29, -0.06, -0.24, -0.09, -0.16, -0.31, -0.20, 0.23, 0.22, 0.22, 0.26, 0.26, 0.26, 0.24, 0.24, 0.41


two | The following is a DFT calculation (the ωB97M-V functional and the def2-TZVPD basis) of an isolated ion of composition C7H9N2O2 and charge +1.

ORCA input file:
```
! RIJCOSX wB97M-V def2-TZVPD def2/J DEFGRID3
* xyz 1 1
C 0.31731 0.46042 1.99821
C -0.24362 -0.69549 1.65356
C -0.90487 -0.95887 0.33289
C -1.07416 -2.18601 -0.10580
O -1.18513 -3.25501 -0.50675
C -1.33922 0.15039 -0.59601
C -0.60137 0.00930 -1.99510
N 0.72685 0.41960 -1.79142
N 1.61890 -0.18858 -1.24578
C 2.58300 -0.60504 -0.53001
O 2.68694 -0.53176 0.82753
H 0.66752 0.36800 3.02189
H 0.41985 1.37772 1.31748
H -0.23349 -1.62412 2.28617
H -2.30634 -0.00722 -0.95449
H -1.12363 1.10443 -0.14686
H -0.55778 -1.08599 -2.34970
H -1.13773 0.73402 -2.61652
H 3.50462 -1.05598 -1.10172
H 1.97063 0.06087 1.08216
*
```

Results
SMILES   C=CC(=C=O)CCN=[N+]=CO
Orbital gap   6.83 eV
HOMO   -12.620 eV

Listed below, in e, are the natural (NBO) charges computed for each atom: -0.55, -0.11, -0.43, 0.77, -0.37, -0.35, -0.28, 0.08, -0.07, 0.40, -0.59, 0.26, 0.22, 0.24, 0.25, 0.25, 0.24, 0.26, 0.26, 0.51


Least stable: one


one | The following is a DFT calculation (the ωB97M-V functional and the def2-TZVPD basis) of a 4-piece molecular cluster, C4H15NO6 overall.

ORCA input file:
```
! RIJCOSX wB97M-V def2-TZVPD def2/J DEFGRID3
* xyz 0 1
C -1.66062 -0.14039 -1.21906
N -0.75106 -0.89570 -0.37028
C 0.21176 -0.15073 0.45779
C 1.49535 -0.91841 0.87207
O 1.61490 -0.60936 2.25365
C 0.60535 1.17445 -0.14187
O 1.25209 1.30163 -1.14929
O 0.01062 2.22720 0.45296
H -1.20691 0.65129 -1.81835
H -2.50312 0.23497 -0.63733
H -2.16959 -0.89719 -1.82023
H -0.22676 -1.57387 -0.90358
H -0.33753 0.02695 1.38171
H 2.31195 -0.44299 0.33970
H 1.31570 -1.97782 0.68874
H 1.44539 -1.27671 2.92048
H 0.26895 3.12237 0.21638
O -2.54131 2.95627 0.22822
H -1.99842 2.18184 0.39064
H -2.32026 3.29695 -0.63751
O 2.37175 -0.68175 -2.41086
H 2.58753 -1.02843 -3.26933
H 2.64508 0.23866 -2.43336
O -0.75255 -2.58467 2.41124
H -0.62699 -2.47967 1.46191
H -1.04131 -1.75489 2.73558
*
```

Results
SMILES   CN[C@@H](CO)C(=O)O.O.O.O
Orbital gap   9.99 eV
HOMO   -9.522 eV

Listed below, in e, are the natural (NBO) charges computed for each atom: -0.43, -0.62, -0.18, -0.05, -0.75, 0.79, -0.61, -0.71, 0.18, 0.20, 0.22, 0.37, 0.21, 0.21, 0.18, 0.50, 0.51, -0.95, 0.48, 0.46, -0.95, 0.46, 0.49, -0.95, 0.48, 0.47


two | The following is a DFT calculation (the ωB97M-V functional and the def2-TZVPD basis) of a 4-piece molecular cluster, C4H15NO6 overall.

ORCA input file:
```
! RIJCOSX wB97M-V def2-TZVPD def2/J DEFGRID3
* xyz 0 1
O 2.52656 -0.06504 2.97432
C 1.89361 -0.03116 1.95815
O 2.48770 -0.36098 0.78958
N 0.58206 0.44848 1.85197
C -0.15780 0.61577 0.61255
C -0.98020 -0.69181 0.45602
C -1.62340 -0.75661 -0.95847
O -1.15013 -1.84933 -1.77818
H 2.15842 -0.10580 -0.09223
H 0.14567 0.54620 2.74801
H -0.78185 1.48736 0.70703
H 0.41805 0.79233 -0.27281
H -0.19796 -1.49561 0.56732
H -1.66217 -1.02673 1.25778
H -2.65653 -0.94370 -0.71409
H -1.42500 0.21260 -1.43383
H -1.06277 -2.51921 -1.09052
O 1.02239 -0.72706 -3.85135
H 0.41159 -0.63056 -3.11207
H 0.66588 -1.51028 -4.28393
O 2.40801 0.52320 -1.76109
H 3.20647 0.93305 -2.10617
H 2.12282 -0.06710 -2.48108
O -2.70663 2.06982 3.43048
H -2.08856 2.66908 2.99333
H -3.55622 2.48309 3.58927
*
```

Results
SMILES   O=C(O)NCCCO.O.O.O
Orbital gap   9.79 eV
HOMO   -9.363 eV

Listed below, in e, are the natural (NBO) charges computed for each atom: -0.62, 0.89, -0.74, -0.67, -0.22, -0.45, -0.09, -0.73, 0.52, 0.41, 0.20, 0.22, 0.21, 0.22, 0.17, 0.17, 0.47, -0.96, 0.48, 0.49, -0.98, 0.49, 0.50, -0.95, 0.48, 0.48


Least stable: one


one | The following is a DFT calculation (the ωB97M-V functional and the def2-TZVPD basis) of a 2-piece molecular cluster, C6H12N2O3 overall.

ORCA input file:
```
! RIJCOSX wB97M-V def2-TZVPD def2/J DEFGRID3
* xyz 0 1
C -0.66493 -1.09364 -2.56243
C -1.38228 -0.71707 -1.27327
O -1.93165 -1.58675 -0.60500
C -1.34865 0.67056 -0.67278
C -0.88859 1.80132 -1.51830
N -1.77337 0.92389 0.55670
O -2.40010 -0.07670 1.28375
H 0.36482 -1.26201 -2.31281
H -1.22988 -1.93215 -2.86161
H -0.56627 -0.23801 -3.36809
H -1.12288 2.68667 -1.13296
H 0.15948 1.64292 -1.59281
H -1.26434 1.77060 -2.51932
H -2.32280 -1.04797 0.98723
C 0.68531 0.57486 2.74083
C 1.42907 -0.48063 2.02325
N 1.26400 -0.57781 0.79670
O 1.89493 -1.54283 0.12062
H 1.37718 1.30229 3.30649
H 0.25697 0.04897 3.55559
H 0.02376 1.07840 1.99427
H 2.05039 -1.35139 2.39464
H 2.56131 -2.08293 0.63520
*
```

Results
SMILES   CC(=O)/C(C)=N\O.C/C=N/O
Orbital gap   9.61 eV
HOMO   -9.371 eV

Listed below, in e, are the natural (NBO) charges computed for each atom: -0.71, 0.56, -0.58, 0.08, -0.64, -0.05, -0.56, 0.26, 0.24, 0.22, 0.23, 0.22, 0.22, 0.50, -0.66, 0.04, -0.12, -0.55, 0.22, 0.23, 0.27, 0.14, 0.44


two | The following is a DFT calculation (the ωB97M-V functional and the def2-TZVPD basis) of one molecule with the formula C6H12N2O3.

ORCA input file:
```
! RIJCOSX wB97M-V def2-TZVPD def2/J DEFGRID3
* xyz 0 1
C 0.69843 2.36493 0.59775
C 0.58765 1.37374 -0.56630
C 0.18390 0.01705 -0.07642
C -1.21264 -0.50216 -0.34206
C -1.99466 -0.74606 0.95124
C -1.12081 -1.78966 -1.16791
N 0.94276 -0.71737 0.65573
O 0.75499 -1.77692 1.22025
O 2.33817 -0.22726 0.76243
N 2.88147 -0.36182 -0.50074
O 4.01835 -0.04086 -0.57521
H -0.22142 2.37074 1.17903
H 1.51884 2.09485 1.25824
H 0.87405 3.36753 0.21600
H 1.53669 1.34115 -1.10829
H -0.17143 1.72442 -1.26617
H -1.74052 0.25462 -0.92982
H -1.50322 -1.50655 1.55164
H -2.99725 -1.08833 0.71138
H -2.07048 0.16867 1.53486
H -0.64977 -2.57522 -0.58415
H -2.11530 -2.12104 -1.45127
H -0.53779 -1.62445 -2.07021
*
```

Results
SMILES   CC/C(C(C)C)=[N+](/[O-])ON=O
Orbital gap   9.15 eV
HOMO   -9.135 eV

Listed below, in e, are the natural (NBO) charges computed for each atom: -0.60, -0.44, 0.21, -0.25, -0.61, -0.61, 0.33, -0.46, -0.27, 0.34, -0.26, 0.21, 0.22, 0.22, 0.23, 0.22, 0.21, 0.24, 0.21, 0.21, 0.23, 0.21, 0.21


Least stable: two